A molecular structure, C54H64MgN7O2Se. Source: OMol25; level of theory: ωB97M-V/def2-TZVPD.

Results
E_tot = -5231.64040 a.u.
Total charge = -1
Orbital gap = 5.61 eV

Atoms and positions in Å:
Mg 0.594 0.458 -0.685
O 2.411 0.333 -0.369
C 3.581 0.999 -0.621
C 3.264 2.314 -1.441
C 2.640 1.964 -2.753
C 3.429 1.809 -3.890
C 2.850 1.302 -5.037
C 1.494 1.029 -5.035
C 0.746 1.318 -3.897
C -0.737 1.182 -3.923
C -1.202 -0.049 -3.074
O -0.781 0.110 -1.788
C -0.615 -1.321 -3.755
C 0.520 -1.927 -3.224
C 1.047 -3.083 -3.780
C 0.441 -3.661 -4.884
C -0.677 -3.054 -5.442
C -1.194 -1.892 -4.887
C -2.737 -0.168 -3.173
C -3.513 0.495 -4.118
C -4.880 0.264 -4.209
C -5.497 -0.638 -3.358
C -4.736 -1.286 -2.396
C -3.376 -1.048 -2.308
N 1.321 1.738 -2.761
C 4.569 0.116 -1.414
C 5.929 0.408 -1.474
C 6.784 -0.368 -2.244
C 6.294 -1.451 -2.961
C 4.942 -1.753 -2.899
C 4.091 -0.974 -2.131
C 4.291 1.354 0.699
C 4.675 2.635 1.076
C 5.318 2.860 2.288
C 5.587 1.805 3.143
C 5.205 0.520 2.778
C 4.566 0.301 1.570
H 4.167 2.907 -1.592
H 2.541 2.861 -0.833
H 4.482 2.055 -3.857
H 3.453 1.122 -5.919
H 1.005 0.625 -5.912
H -1.065 1.085 -4.957
H -1.202 2.048 -3.448
H 0.967 -1.482 -2.349
H 1.933 -3.535 -3.348
H 0.838 -4.576 -5.308
H -1.153 -3.501 -6.306
H -2.068 -1.426 -5.325
H -3.070 1.210 -4.800
H -5.464 0.797 -4.951
H -6.563 -0.819 -3.431
H -5.206 -1.962 -1.692
H -2.798 -1.518 -1.528
H 6.329 1.247 -0.918
H 7.840 -0.127 -2.284
H 6.963 -2.058 -3.559
H 4.539 -2.585 -3.464
H 3.033 -1.196 -2.083
H 4.470 3.486 0.439
H 5.607 3.867 2.560
H 6.090 1.984 4.085
H 5.405 -0.311 3.444
H 4.274 -0.702 1.287
C -2.658 -3.390 0.745
C -1.517 -3.628 -0.241
N -0.193 -3.636 0.369
C 0.300 -4.922 0.826
C 0.807 -5.834 -0.293
C 0.539 -2.491 0.455
C 2.008 -2.629 0.755
N 0.044 -1.313 0.304
H -3.611 -3.417 0.214
H -2.572 -2.412 1.223
H -2.676 -4.160 1.520
H -1.524 -2.865 -1.018
H -1.650 -4.589 -0.742
H -0.518 -5.423 1.352
H 1.095 -4.763 1.552
H 0.035 -5.996 -1.046
H 1.080 -6.804 0.128
H 1.679 -5.407 -0.788
H 2.455 -3.487 0.251
H 2.171 -2.726 1.832
H 2.482 -1.712 0.413
H -0.967 -1.261 0.176
C -6.930 2.544 5.349
C -5.987 2.046 4.282
C -5.453 0.766 4.334
C -4.612 0.276 3.339
C -4.104 -1.133 3.436
C -4.277 1.092 2.240
Se -3.152 0.441 0.849
C -4.804 2.397 2.185
C -4.495 3.308 1.031
C -5.648 2.843 3.196
H -6.881 1.910 6.235
H -7.963 2.537 4.988
H -6.691 3.567 5.644
H -5.704 0.121 5.173
H -4.387 -1.592 4.387
H -3.017 -1.160 3.330
H -4.510 -1.727 2.613
H -3.440 3.243 0.765
H -4.749 4.343 1.274
H -5.059 3.000 0.147
H -6.058 3.848 3.128
C -1.033 2.552 2.514
N 0.109 1.889 1.867
C 1.278 2.761 1.978
N 1.616 3.075 3.373
C 0.444 3.711 3.981
N -0.747 2.867 3.921
C -0.448 1.612 4.612
N 0.699 0.916 4.024
C 0.391 0.652 2.611
C 1.857 1.811 4.074
H -1.899 1.892 2.458
H -1.264 3.478 1.983
H 1.074 3.704 1.461
H 2.131 2.265 1.517
H 0.245 4.651 3.460
H 0.669 3.937 5.028
H -1.326 0.965 4.555
H -0.233 1.828 5.663
H -0.486 0.006 2.549
H 1.243 0.148 2.153
H 2.713 1.312 3.614
H 2.092 2.030 5.120

Cartesian forces, eV/Å:
-0.1 0.5 0.8
0.8 0.1 0.1
0.2 0.3 -0.1
0.0 -0.5 0.3
0.1 -0.1 -0.1
0.0 0.0 0.1
0.0 0.0 0.0
0.1 0.1 0.0
0.0 0.2 -0.2
0.0 -0.4 0.4
-0.1 0.3 -0.3
-1.2 -0.7 -1.4
0.0 0.0 0.3
-0.2 0.1 -0.1
0.1 0.0 0.0
0.1 0.0 0.0
0.0 0.0 -0.1
0.1 0.1 0.0
0.1 0.0 0.0
0.0 0.0 0.0
-0.1 0.0 0.0
0.0 0.0 0.0
0.0 0.0 0.0
0.0 0.0 0.0
0.2 0.0 0.1
-0.2 0.1 -0.2
0.0 0.0 -0.1
0.0 0.0 0.0
0.0 0.0 0.0
0.0 0.0 -0.1
-0.1 0.0 0.1
-0.1 0.0 0.0
0.0 0.0 0.0
0.0 0.0 0.1
0.1 0.1 0.0
0.0 -0.1 0.0
0.0 0.0 0.1
0.0 0.0 0.0
0.1 0.2 0.0
0.0 -0.1 0.1
0.0 0.0 0.0
0.0 0.0 0.0
0.0 0.1 0.0
0.0 0.1 -0.1
0.1 0.0 0.1
0.0 0.0 0.0
0.0 0.0 0.0
0.0 0.0 0.0
0.0 -0.1 0.0
0.0 0.0 0.0
0.0 0.0 0.0
0.0 0.0 0.0
0.0 0.0 0.0
0.0 0.0 0.0
0.0 0.0 0.0
0.0 0.0 0.0
0.0 0.0 0.0
0.0 0.0 0.0
0.0 0.0 0.0
0.0 0.0 0.0
0.0 0.0 0.0
0.0 0.0 0.0
0.0 0.0 0.0
0.0 0.0 0.0
0.1 -0.1 0.0
-0.1 0.1 0.2
0.0 -0.1 -0.1
0.1 -0.1 -0.1
-0.1 0.1 0.1
-0.2 0.0 0.2
-0.1 0.1 -0.1
0.1 -0.2 0.0
0.0 0.0 0.0
-0.1 0.0 -0.1
0.0 0.0 0.0
0.1 -0.1 0.0
0.0 0.0 0.0
0.0 0.0 0.0
-0.1 0.0 0.1
0.0 0.0 0.0
0.0 0.0 -0.1
0.0 0.0 0.0
0.0 0.0 0.0
0.0 0.0 0.0
0.1 0.1 0.0
0.0 -0.2 0.1
0.0 0.0 -0.1
0.0 0.0 0.1
0.0 0.0 0.0
-0.1 0.2 0.0
0.0 0.1 0.0
0.1 -0.3 0.0
-0.2 -0.2 -0.3
0.0 0.0 0.1
0.0 0.0 0.1
0.0 0.0 0.0
0.0 0.0 0.0
0.0 0.0 0.1
0.0 0.0 0.0
0.0 0.0 0.0
0.0 0.0 0.0
0.0 0.0 0.0
0.1 -0.1 0.0
0.0 0.0 -0.1
0.0 0.0 0.0
0.1 0.0 -0.1
0.0 0.0 0.0
-0.1 0.1 0.2
0.2 -0.2 -0.4
0.1 0.1 0.2
0.0 0.1 0.0
0.0 0.0 0.0
0.1 0.1 0.0
-0.1 0.0 0.0
0.0 0.0 0.0
0.0 -0.1 0.3
0.0 0.0 0.0
0.1 0.1 0.0
0.0 0.0 0.0
0.0 0.0 -0.1
0.0 0.0 0.0
0.0 0.0 0.0
0.0 0.0 0.0
0.0 0.0 0.0
0.0 0.0 0.0
0.0 0.0 0.0
0.0 0.0 0.0
0.0 0.0 0.0
0.0 0.0 0.0